[1]
C45H37AsF5IrN2O2P | ωB97M-V with the def2-TZVPD basis set

```
! wB97M-V def2-TZVPD RIJCOSX def2/J DEFGRID3
* xyz 1 1
Ir -1.66854 0.13051 1.19179
F -6.62681 -0.02974 3.33634
C -5.77188 -0.49130 2.41712
C -4.48083 0.00259 2.40032
C -3.59213 -0.47417 1.44764
C -4.01569 -1.45360 0.52420
C -5.33381 -1.91036 0.59377
F -5.77606 -2.84324 -0.26826
C -6.23111 -1.44585 1.52667
C -2.99160 -1.91731 -0.40621
C -3.15350 -2.89125 -1.39408
C -2.07666 -3.28099 -2.16163
C -0.83483 -2.69553 -1.94648
C -0.72924 -1.72380 -0.97973
N -1.76898 -1.33687 -0.22140
H -4.19634 0.75458 3.12340
H -7.24609 -1.81287 1.55926
H -4.12212 -3.33439 -1.54472
H -2.20297 -4.03907 -2.92258
H 0.03916 -2.96917 -2.51608
H 0.21284 -1.22083 -0.80110
F 0.50587 -5.37242 5.06974
C 0.25333 -4.18931 5.64283
F 1.36174 -3.79859 6.28225
F -0.70181 -4.37973 6.56230
C -0.18461 -3.17093 4.61844
C 0.20212 -1.84561 4.72687
C -0.23811 -0.95624 3.76938
N -1.02007 -1.31225 2.74428
C -1.41528 -2.59142 2.66727
C -1.01455 -3.55147 3.57461
H 0.84306 -1.50842 5.52824
H 0.06092 0.08037 3.81757
H -2.07604 -2.84606 1.85286
H -1.34633 -4.57374 3.46281
C 0.62022 2.52796 -0.31180
C 1.07283 2.10406 -1.71113
As 3.02135 1.82805 -1.92023
C 3.05608 -0.11567 -2.16314
C 3.90697 -0.86902 -1.36428
C 4.05754 -2.23357 -1.57877
C 3.36241 -2.85191 -2.60541
C 2.50525 -2.10715 -3.40729
C 2.34897 -0.74844 -3.18289
C 3.19170 2.26500 -3.81728
C 4.49714 2.39943 -4.28728
C 4.74421 2.66827 -5.62365
C 3.68501 2.81778 -6.50784
C 2.38320 2.69252 -6.04871
C 2.13701 2.41530 -4.71039
P 0.35379 1.24410 0.94592
C -2.50736 1.52845 -0.10434
C -2.33648 1.34957 -1.47977
C -2.82839 2.25976 -2.40632
C -3.52185 3.38503 -1.98332
C -3.73348 3.57149 -0.62363
C -3.24093 2.65456 0.29535
C 1.96038 0.51937 1.32741
C 2.07448 -0.86881 1.30793
C 3.27282 -1.48044 1.64233
C 4.36204 -0.70300 2.00257
C 4.26382 0.68534 2.00843
C 3.07046 1.29718 1.66631
H -0.36389 3.00600 -0.37918
H 1.31089 3.26307 0.11144
H 0.83334 2.94236 -2.36836
H 0.50859 1.24705 -2.07976
H 4.47384 -0.38267 -0.58050
H 4.73489 -2.80731 -0.95872
H 3.49824 -3.90935 -2.79291
H 1.98069 -2.58190 -4.22789
H 1.70937 -0.16950 -3.84085
H 5.33183 2.29402 -3.60230
H 5.76302 2.76874 -5.97401
H 3.87466 3.03483 -7.55053
H 1.55273 2.80918 -6.73300
H 1.10806 2.31320 -4.38522
H -1.80798 0.47812 -1.85726
H -2.67200 2.08225 -3.46357
H -3.90672 4.09613 -2.70187
H -4.29563 4.42860 -0.27377
H -3.45511 2.81647 1.34472
H 1.22535 -1.47315 1.02090
H 3.35519 -2.55919 1.61921
H 5.29755 -1.17607 2.27109
H 5.12073 1.28802 2.27677
H 3.00115 2.37774 1.67661
C -0.99985 3.39519 4.01576
C -0.88495 2.34942 2.96324
O 0.23462 2.33234 2.28342
O -1.80770 1.54584 2.74328
H -0.05401 3.90280 4.17378
H -1.35437 2.93599 4.93714
H -1.75478 4.11504 3.69588
*
```

Calculated values
HOMO (eV): -10.82
Energy above the lowest of the compared OMol25 structures with the same formula, charge and spin (eV): 0.4347
HOMO-LUMO gap (eV): 8.057
LUMO level (eV): -2.76
DFT total energy (Ha): -5177.7129


[2]
C37H50MoN7O3 | ωB97M-V with the def2-TZVPD basis set

```
! wB97M-V def2-TZVPD RIJCOSX def2/J DEFGRID3
* xyz 3 3
Mo -0.47312 -0.99319 0.12932
N 3.18678 -4.17539 3.99202
C 2.46708 -4.00659 2.67782
C 1.05998 -3.49059 2.91502
C 0.97048 -2.03489 3.40242
N -0.27012 -1.46499 2.85702
C 2.16368 -1.18159 2.95582
C 2.79918 -1.63069 1.63932
N 1.91418 -1.34079 0.48042
C 3.26768 -3.10159 1.73052
H 2.62218 -4.74829 4.63302
H 3.35978 -3.26719 4.43992
H 4.09068 -4.65429 3.86552
H 2.39608 -5.01009 2.24772
H 0.51278 -4.15099 3.58912
H 0.55378 -3.52659 1.94472
H 0.93318 -2.01159 4.50332
H -0.39962 -0.53609 3.26132
H -1.04282 -2.02789 3.20802
H 2.93688 -1.18049 3.72732
H 1.82978 -0.14679 2.85052
H 3.71388 -1.03729 1.50972
H 2.11708 -2.00579 -0.26708
H 2.20098 -0.43489 0.10792
H 4.31438 -3.10439 2.04492
H 3.25018 -3.54199 0.73352
C 1.51438 5.63251 -0.56388
O 0.12858 5.83191 -0.28988
C -0.76812 5.43131 -1.24258
C -1.38702 6.33991 -2.09378
C -2.36082 5.91571 -2.98198
C -2.73342 4.58081 -3.02898
C -2.12642 3.66581 -2.19098
C -1.13562 4.07971 -1.30718
N -0.55412 3.19061 -0.36618
C -0.21372 1.91351 -0.61768
N -0.08722 1.60931 -1.91438
C -0.03802 0.39641 -2.59738
C -0.09582 -0.83979 -1.95078
C -0.03232 -1.95809 -2.79728
C 0.02528 -1.84649 -4.17068
C 0.03798 -0.60379 -4.79088
C 0.00438 0.53781 -4.00668
O 0.00088 1.81441 -4.46098
C -0.08602 2.05421 -5.85798
N 0.00048 1.01381 0.36522
C 0.08368 1.61841 1.65982
C -1.01082 1.47011 2.51842
C -1.09982 2.13791 3.72372
C -0.06652 2.97791 4.10982
C 1.02958 3.13191 3.28732
C 1.12758 2.47871 2.05412
O 2.19048 2.88041 1.29652
C 2.91428 2.02861 0.44222
H 2.01868 6.59851 -0.52998
H 1.67238 5.18811 -1.54768
H 1.93488 4.98391 0.20872
H -1.10512 7.37861 -2.03378
H -2.84432 6.63141 -3.62878
H -3.51242 4.25791 -3.70228
H -2.44952 2.63361 -2.19748
H -0.38482 3.60801 0.54192
H -0.14512 2.39741 -2.56088
H -0.04892 -2.95309 -2.37948
H 0.05308 -2.73869 -4.77608
H 0.07588 -0.54039 -5.86498
H 0.80538 1.70821 -6.37968
H -0.16342 3.13421 -5.95758
H -0.97102 1.58351 -6.28538
H -1.84882 0.88521 2.16492
H -1.98012 2.03481 4.33552
H -0.13132 3.53731 5.02822
H 1.82728 3.81021 3.54732
H 3.68988 2.66371 0.01122
H 2.30598 1.60991 -0.36918
H 3.40018 1.23001 1.01392
C -3.56742 -0.09219 0.26702
N -2.65362 -1.14799 -0.19418
C -3.03752 -1.47509 -1.57868
C -2.81212 -2.36089 0.63602
C -1.80562 -3.42019 0.22502
C -2.26282 -4.71209 -0.00178
C -1.38832 -5.72279 -0.36158
C -0.04852 -5.42509 -0.55058
C 0.39928 -4.12809 -0.34288
C -0.44022 -3.08459 0.06292
H -4.60952 -0.34649 0.04242
H -3.33492 0.85271 -0.23328
H -3.50272 0.05051 1.34762
H -4.08152 -1.80139 -1.62428
H -2.40772 -2.27379 -1.96928
H -2.91732 -0.59639 -2.21368
H -3.83102 -2.76459 0.54252
H -2.66312 -2.08599 1.69482
H -3.31302 -4.93169 0.12382
H -1.74652 -6.72819 -0.50378
H 0.63998 -6.19259 -0.87528
H 1.44868 -3.93429 -0.53788
*
```

Calculated values
⟨S²⟩: 2.037
HOMO (alpha / beta) (eV): -14.96 / -14.95
Energy above the lowest of the compared OMol25 structures with the same formula, charge and spin (eV): 0.7775
HOMO-LUMO gap (alpha / beta) (eV): 5.705 / 6.451
LUMO level (alpha / beta) (eV): -9.26 / -8.50
DFT total energy (Ha): -2116.1860


[3]
C30H36N4O5P | ωB97M-V with the def2-TZVPD basis set

```
! wB97M-V def2-TZVPD RIJCOSX def2/J DEFGRID3
* xyz -1 1
C 2.90625 6.39258 1.35533
C 2.56435 4.89174 1.66438
C 1.74832 4.17250 0.69542
C 1.39165 2.78810 1.00444
C 1.88402 2.22135 2.25249
C 1.42031 0.73629 2.54664
N 0.02045 0.82910 3.04038
P 0.12576 0.92606 4.77495
O -0.29220 -0.31275 5.51627
C -0.81479 -0.31141 2.58701
C -2.30069 -0.04471 3.12811
C -2.71732 1.48482 2.98923
C -4.28611 1.62446 2.84719
C -4.71609 2.22774 1.45492
O -5.89819 3.07096 1.66706
C -5.53572 4.32784 2.10130
O -5.04676 5.16903 1.40006
C -0.97086 -0.36513 1.00645
O -0.62068 -1.43726 0.46188
O -1.39869 0.63595 0.31061
C 2.71324 2.92676 3.20627
C 3.06873 4.31671 2.89149
H 2.47206 6.65452 0.36176
H 2.32956 7.00042 2.10939
H 4.00111 6.58041 1.44094
H 1.38095 4.66558 -0.22992
H 0.75657 2.22538 0.28424
H 1.55374 0.12118 1.62823
H 2.14855 0.32369 3.30641
H 1.47922 1.20082 5.16794
H -0.60475 2.09974 5.15348
H -0.47948 -1.29962 2.99231
H -2.46584 -0.44962 4.15443
H -2.97177 -0.63139 2.44043
H -2.13827 2.01453 2.19883
H -2.42819 1.96074 3.97120
H -4.69770 2.25016 3.67852
H -4.71194 0.59072 2.97684
H -5.06879 1.37208 0.82362
H -3.91627 2.82247 0.95437
H -5.72829 4.61756 3.17517
H 3.01844 2.39957 4.13142
H 3.67813 4.89843 3.61227
N -2.60638 -2.12380 -4.77135
C -1.36255 -2.13887 -4.27667
C -1.02576 -1.67389 -3.01560
C -2.03269 -1.15783 -2.21560
C -3.33032 -1.12956 -2.70651
C -3.56245 -1.62286 -3.98104
H -0.60731 -2.54836 -4.94039
H -0.00197 -1.71343 -2.66683
H -1.80936 -0.78270 -1.22417
H -4.14357 -0.73368 -2.11172
H -4.56197 -1.62469 -4.40594
N 0.83297 -6.04691 -8.02330
C 1.48789 -5.16382 -8.78362
C 1.21653 -3.80481 -8.79564
C 0.20471 -3.33093 -7.97511
C -0.49000 -4.22630 -7.17890
C -0.13766 -5.56575 -7.23868
H 2.26839 -5.58221 -9.41090
H 1.78204 -3.13528 -9.43087
H -0.03969 -2.27521 -7.95604
H -1.28728 -3.89290 -6.52593
H -0.65028 -6.30409 -6.63132
N 3.03253 -2.41524 2.53242
C 3.99546 -2.95655 3.28512
C 5.23986 -3.32862 2.80098
C 5.50438 -3.13330 1.45577
C 4.52379 -2.57607 0.65217
C 3.31220 -2.23406 1.23424
H 3.74114 -3.09363 4.33123
H 5.98157 -3.76055 3.46061
H 6.46495 -3.41232 1.03789
H 4.69391 -2.40901 -0.40340
H 2.51489 -1.79092 0.64532
*
```

Calculated values
HOMO (eV): -5.36
HOMO-LUMO gap (eV): 7.913
LUMO level (eV): 2.56
DFT total energy (Ha): -2101.3464


[4]
C6H8INO | ωB97M-V with the def2-TZVPD basis set

```
! wB97M-V def2-TZVPD RIJCOSX def2/J DEFGRID3
* xyz 0 1
C -2.96836 2.54650 0.20258
C -1.73489 2.26693 -0.24759
C -1.48613 0.26489 -0.26799
C -0.46078 2.98181 -0.35389
C 0.32830 -2.03698 0.75944
C 0.00394 -1.54728 -0.64474
N -4.05277 2.80749 0.53265
O -0.32454 -0.16141 -0.63221
I -3.22758 -0.85527 -0.16456
H -0.20973 3.52406 0.56188
H -0.51312 3.70388 -1.17407
H 0.34187 2.28109 -0.57783
H 1.17554 -1.48743 1.16431
H -0.52649 -1.89275 1.41829
H 0.57002 -3.09422 0.73049
H -0.83108 -2.11854 -1.06767
H 0.87287 -1.63029 -1.30056
*
```

Calculated values
HOMO (alpha / beta) (eV): -8.20 / -7.10
Energy above the lowest of the compared OMol25 structures with the same formula, charge and spin (eV): 3.8712
HOMO-LUMO gap (alpha / beta) (eV): 8.192 / 6.384
LUMO level (alpha / beta) (eV): -0.01 / -0.72
DFT total energy (Ha): -660.9264


[5]
ClH3O3SSi | ωB97M-V with the def2-TZVPD basis set

```
! wB97M-V def2-TZVPD RIJCOSX def2/J DEFGRID3
* xyz 0 1
O -0.41577 2.39022 -2.25911
O -1.41317 1.54087 -0.21243
O -0.17686 -0.48259 1.69727
Si 0.83522 -1.17597 0.66168
S -1.29421 1.43186 -1.64936
Cl 0.32131 -0.71058 -1.29679
H 0.65191 -2.60960 0.78037
H -0.69823 0.28986 1.44834
H 2.18980 -0.67408 0.83003
*
```

Calculated values
HOMO (eV): -11.41
Energy above the lowest of the compared OMol25 structures with the same formula, charge and spin (eV): 0.0000
HOMO-LUMO gap (eV): 10.388
LUMO level (eV): -1.02
DFT total energy (Ha): -1375.4619


[6]
C9H44FN2O18PS3 | ωB97M-V with the def2-TZVPD basis set

```
! wB97M-V def2-TZVPD RIJCOSX def2/J DEFGRID3
* xyz 0 1
C 3.75043 -1.37928 -0.35375
C 2.98185 -0.06452 -0.59468
S 2.07434 0.53732 0.89318
C 0.61801 1.39253 0.17930
C -0.58462 0.40408 0.17755
C -1.49377 0.37232 1.45745
O -1.15816 0.52946 2.56778
N -2.87793 0.14366 1.05681
C -2.92692 -0.03196 -0.41171
C -3.00176 -1.54407 -0.75812
O -1.74069 -2.21694 -0.64941
O -1.88035 -3.35281 0.15208
P -4.39841 0.67842 -1.33322
S -6.05628 -0.18344 -0.73498
C -1.67584 0.78687 -0.83309
F -2.01550 2.13418 -0.41358
N -1.34114 0.94264 -2.26243
C -1.33313 2.11520 -2.55855
S -1.20896 3.54981 -3.18251
H 4.51287 -1.25378 0.43804
H 4.31890 -1.61734 -1.27304
H 3.07909 -2.22481 -0.12698
H 3.65457 0.74581 -0.92591
H 2.22836 -0.19610 -1.40021
H 0.87391 1.58607 -0.88474
H 0.39481 2.35819 0.65662
H -0.12536 -0.59047 0.01603
H -3.36687 1.00257 1.32241
H -3.71312 -2.02966 -0.06405
H -3.37473 -1.68819 -1.79312
H -2.57400 -3.89763 -0.28057
H -4.28924 0.40775 -2.72856
H -4.51534 2.08355 -1.20144
O 1.11702 3.47043 2.69282
H 1.47546 4.12909 3.30157
H 0.37840 3.08662 3.17616
O -2.07290 -0.09742 -5.70402
H -2.23102 0.06771 -4.76718
H -1.47265 0.61002 -5.96829
O 3.26720 -3.44168 2.03133
H 3.16463 -4.25036 2.54733
H 2.75233 -2.78660 2.51762
O 0.65109 -5.03608 1.33391
H 1.18871 -5.03040 0.53481
H -0.06434 -4.41935 1.14009
O -2.99527 -3.26446 2.98309
H -2.75059 -4.18202 3.14576
H -2.49711 -3.02348 2.19195
O -0.47488 5.32476 4.05682
H -1.22176 5.35967 3.44788
H -0.85186 5.60077 4.90440
O 1.09780 -0.41275 -5.48179
H 0.74649 0.12584 -4.76496
H 0.41695 -1.08550 -5.62604
O 0.63139 5.36716 -5.66594
H 0.36305 4.92878 -4.85119
H 1.14601 4.70057 -6.13423
O 6.13509 -4.14788 3.73233
H 6.75818 -3.69792 3.15204
H 5.28441 -4.03639 3.29074
O -2.15741 7.12725 5.79128
H -1.96827 7.84202 5.17251
H -3.01517 7.35958 6.16339
O 3.56588 3.88489 4.61829
H 3.19511 3.60935 5.46382
H 3.41735 3.12707 4.03832
O -2.42894 2.85759 4.23961
H -1.61849 3.36002 4.39289
H -2.13578 2.07621 3.75320
O 0.34249 -3.52444 -5.50341
H 0.18993 -4.12175 -6.24389
H 1.27012 -3.65954 -5.27868
O 6.43993 -2.84900 -1.22118
H 6.67832 -3.77133 -1.07582
H 6.93114 -2.60169 -2.01260
O -3.75551 -4.87385 -2.21151
H -3.12664 -4.42791 -2.79197
H -4.60086 -4.77308 -2.66387
*
```

Calculated values
HOMO (eV): -8.71
HOMO-LUMO gap (eV): 7.826
LUMO level (eV): -0.89
DFT total energy (Ha): -3468.7748